Here is a molecular structure, C4H8NO in a non-equilibrium geometry from OMol25. Energies are from the ωB97M-V functional and the def2-TZVPD basis.

Positions of all 14 atoms, in Å:
C  -0.1185  -1.2435  0.9445
C  -1.2345  -0.4773  0.3866
C  -0.1735  0.3850  -0.2100
C  1.4389  0.8806  -1.9012
N  -1.0809  -0.4485  1.8266
O  0.2139  0.2486  -1.3757
H  0.0651  -2.3405  1.1421
H  -2.1506  -0.6608  -0.0688
H  0.3598  1.2084  0.4442
H  2.3347  0.3439  -1.4168
H  1.5336  2.0041  -1.5823
H  1.4051  0.7919  -3.0745
H  -1.8464  -0.9625  2.3600
H  -0.7467  0.2706  2.5254

Calculated values
frontier orbital gap: 10.1 eV
net charge: +1

Atomic charges from the Löwdin analysis, expressed in e, are listed below:
1 C 0.030
2 C -0.207
3 C -0.142
4 C 0.015
5 N 0.076
6 O -0.049
7 H 0.138
8 H 0.146
9 H 0.196
10 H 0.124
11 H 0.129
12 H 0.141
13 H 0.205
14 H 0.198